No. 1
Formula: C36H41N5O4RuS
Source: OMol25
Level of theory: ωB97M-V/def2-TZVPD

Positions of all 88 atoms, in Å:
Ru1 -0.1845 0.7290 -0.2132
C1 1.7303 -0.5322 5.9064
C2 0.3878 -0.3060 5.2159
N1 0.0893 -1.2631 4.1772
C3 -0.3044 -2.5966 4.6005
C4 0.8769 -3.5580 4.7184
C5 0.1408 -0.9817 2.8692
S1 0.7742 0.5499 2.3408
N2 -0.1433 -1.9326 2.0172
C6 -0.5633 -1.8407 0.7648
O1 -1.2675 -0.8553 0.3428
C7 -0.3025 -2.9975 -0.0889
C8 -0.8046 -3.0287 -1.3917
C9 -0.5142 -4.1055 -2.2045
C10 0.2642 -5.1525 -1.7373
C11 0.7420 -5.1373 -0.4344
C12 0.4682 -4.0637 0.3870
H1 1.9347 0.3147 6.5571
H2 2.5307 -0.6146 5.1755
H3 1.7063 -1.4332 6.5117
H4 0.3813 0.6874 4.7670
H5 -0.4108 -0.3583 5.9641
H6 -1.0034 -2.9976 3.8636
H7 -0.8174 -2.5094 5.5621
H8 1.4101 -3.6156 3.7728
H9 0.4971 -4.5459 4.9645
H10 1.5760 -3.2568 5.4937
H11 -1.4097 -2.2043 -1.7447
H12 -0.8971 -4.1384 -3.2115
H13 0.4921 -5.9791 -2.3939
H14 1.3286 -5.9661 -0.0669
H15 0.8446 -4.0285 1.3986
O2 2.5661 3.6366 -1.6564
C13 1.7673 2.9225 -1.1937
N3 0.9325 2.2590 -0.6707
C14 0.9961 -2.0059 -5.7356
O3 0.8224 -0.9188 -4.8526
C15 -0.4152 -0.7207 -4.3325
C16 -1.4483 -1.6445 -4.4212
C17 -2.7280 -1.3418 -3.9822
C18 -3.0074 -0.0902 -3.4564
C19 -1.9910 0.8365 -3.3351
C20 -0.6872 0.5410 -3.7454
N4 0.2439 1.5628 -3.7151
C21 1.5993 1.5059 -3.6923
C22 2.4227 0.5714 -3.0508
C23 3.8095 0.6411 -3.3045
C24 4.7144 -0.1896 -2.6856
C25 4.2723 -1.1389 -1.7598
C26 2.9389 -1.2036 -1.4291
C27 1.9718 -0.3745 -2.0406
O4 0.7370 -0.4654 -1.6890
H16 1.9621 -1.8512 -6.2119
H17 0.2147 -2.0195 -6.5023
H18 1.0037 -2.9617 -5.2026
H19 -1.2555 -2.6103 -4.8607
H20 -3.5043 -2.0864 -4.0687
H21 -4.0136 0.1622 -3.1577
H22 -2.1960 1.8288 -2.9545
H23 -0.1553 2.4919 -3.7848
H24 2.0874 2.3452 -4.1756
H25 4.1609 1.3637 -4.0285
H26 5.7649 -0.1080 -2.9259
H27 4.9759 -1.8089 -1.2914
H28 2.5816 -1.8925 -0.6750
C28 0.2599 4.7395 3.4760
N5 -0.9093 4.1863 2.7760
C29 -1.4437 2.9946 3.4562
C30 -0.5684 3.8385 1.3651
C31 -1.7772 3.3167 0.6257
C32 -2.8726 4.1664 0.4753
C33 -4.0259 3.7204 -0.1399
C34 -4.0958 2.4096 -0.5814
C35 -3.0097 1.5629 -0.4284
C36 -1.8164 2.0022 0.1454
H29 0.0074 4.9803 4.5073
H30 0.6025 5.6425 2.9734
H31 1.0657 4.0061 3.4650
H32 -1.6487 4.8998 2.7446
H33 -0.6878 2.2034 3.4125
H34 -2.3289 2.6433 2.9257
H35 -1.7000 3.2222 4.4893
H36 0.2112 3.0706 1.3946
H37 -0.1676 4.7246 0.8688
H38 -2.8259 5.1885 0.8338
H39 -4.8667 4.3825 -0.2697
H40 -4.9959 2.0507 -1.0576
H41 -3.1022 0.5306 -0.7537

Results
- charge = +1
- LUMO energy (alpha / beta) (eV) = -3.1 / -3.5
- frontier orbital gap (alpha / beta) (eV) = 4.989 / 6.959
- 2S+1 = 6



No. 2
Formula: C36H42AsN6O2S2Zr
Source: OMol25
Level of theory: ωB97M-V/def2-TZVPD

Positions of all 90 atoms, in Å:
Zr1 -0.5457 0.2548 0.4288
N1 -4.3317 -1.7773 2.2175
C1 -3.1251 -1.2217 1.9618
S1 -3.0031 -0.3627 0.4224
N2 -2.1744 -1.3943 2.8225
N3 -0.9810 -0.8420 2.4279
C2 -0.0167 -0.8288 3.2811
C3 1.2224 -0.2253 2.8355
C4 2.1972 0.1928 3.6715
C5 3.1549 1.1523 3.1563
C6 3.1899 1.4505 1.8530
C7 2.3977 0.6435 0.8606
N4 1.1884 0.0955 1.4961
H1 -5.1251 -1.5017 1.6682
H2 -4.4929 -2.1377 3.1440
H3 -0.1589 -1.2003 4.2909
H4 2.1672 -0.0598 4.7214
H5 3.7772 1.6910 3.8583
H6 3.8154 2.2519 1.4849
H7 2.0588 1.3062 0.0449
C8 -5.2360 6.9197 0.7628
C9 -4.0711 5.9758 0.8364
C10 -4.2602 4.5970 0.7236
C11 -3.1897 3.7251 0.7718
C12 -1.9100 4.2448 0.9345
C13 -1.6911 5.6093 1.0558
C14 -2.7782 6.4651 1.0064
S2 -0.5543 3.1555 0.9805
O1 0.6497 3.8855 1.2370
O2 -0.8778 2.0319 1.8890
N5 -0.5207 2.3001 -0.3717
C15 0.0569 2.6351 -1.5875
C16 0.5595 3.8410 -2.0006
C17 1.0831 3.9762 -3.3067
C18 1.0875 2.9335 -4.1848
C19 0.5857 1.6735 -3.7778
C20 0.5224 0.5466 -4.6207
C21 0.0002 -0.6265 -4.1461
C22 -0.4017 -0.6990 -2.8076
N6 -0.3228 0.3174 -1.9663
C23 0.1120 1.5197 -2.4624
H8 -6.1791 6.4000 0.9211
H9 -5.2762 7.3969 -0.2183
H10 -5.1467 7.7104 1.5071
H11 -5.2622 4.2053 0.6032
H12 -3.3432 2.6550 0.6981
H13 -0.6866 5.9833 1.1988
H14 -2.6210 7.5316 1.1079
H15 0.5521 4.6907 -1.3315
H16 1.4730 4.9387 -3.6093
H17 1.4678 3.0483 -5.1911
H18 0.8719 0.6248 -5.6428
H19 -0.0931 -1.4995 -4.7757
H20 -0.8093 -1.6206 -2.4170
C24 5.4385 0.6475 -0.4068
C25 4.2063 -0.1094 -0.8930
C26 3.5159 0.6354 -2.0368
C27 3.2173 -0.4894 0.2154
H21 6.1736 0.7278 -1.2088
H22 5.9118 0.1383 0.4339
H23 5.1940 1.6620 -0.0881
H24 4.5595 -1.0647 -1.2981
H25 3.2383 1.6532 -1.7494
H26 2.6064 0.1170 -2.3616
H27 4.1780 0.7163 -2.9001
H28 3.7263 -1.0418 1.0117
H29 2.4827 -1.1724 -0.2282
C28 0.8146 -3.4523 1.5421
As1 -0.0503 -2.6621 -0.0048
C29 1.0666 -3.4189 -1.4222
C30 -1.6503 -3.7963 -0.1854
C31 -1.3950 -5.2558 0.0346
C32 -0.9860 -6.0864 -1.0050
C33 -0.7151 -7.4276 -0.7749
C34 -0.8502 -7.9567 0.5001
C35 -1.2677 -7.1399 1.5419
C36 -1.5385 -5.8005 1.3094
H30 0.1396 -3.4262 2.3949
H31 1.7166 -2.8901 1.7819
H32 1.0655 -4.4872 1.3165
H33 0.5167 -3.4544 -2.3614
H34 1.3373 -4.4344 -1.1372
H35 1.9709 -2.8309 -1.5693
H36 -2.0488 -3.5957 -1.1828
H37 -2.3799 -3.4170 0.5312
H38 -0.8925 -5.6854 -2.0081
H39 -0.4053 -8.0621 -1.5949
H40 -0.6408 -9.0027 0.6793
H41 -1.3886 -7.5488 2.5365
H42 -1.8730 -5.1675 2.1241

Results
- charge = +1
- LUMO energy (eV) = -3.3
- frontier orbital gap (eV) = 6.435



No. 3
Formula: C36H43GeNO6PRuS
Source: OMol25
Level of theory: ωB97M-V/def2-TZVPD

Positions of all 90 atoms, in Å:
Ru1 -1.0664 1.6392 -0.0035
C1 -2.9623 1.2840 1.7770
C2 -2.1806 2.0618 2.6356
C3 -2.1477 3.4439 2.4840
C4 -2.8834 4.0509 1.4737
C5 -3.6432 3.2798 0.5994
C6 -3.6910 1.8967 0.7497
H1 -2.9779 0.2090 1.8937
H2 -1.5631 1.5814 3.3828
H3 -1.5148 4.0351 3.1317
H4 -2.8371 5.1235 1.3406
H5 -4.1782 3.7503 -0.2148
H6 -4.2530 1.2902 0.0534
S1 -0.8981 -2.4853 -1.8311
C7 -0.8166 -1.2683 -0.8248
N1 -0.7234 -0.3782 -0.0322
O1 1.0374 1.6786 3.1413
C8 1.2421 1.5379 1.9572
O2 0.5634 2.1914 1.0215
C9 2.3493 0.6839 1.3764
C10 2.9820 -0.3027 2.3491
Ge1 2.0285 -2.0007 2.6021
C11 0.1551 -1.8419 3.1354
C12 -0.1903 -1.1083 4.2716
C13 -1.5054 -1.0595 4.7145
C14 -2.4967 -1.7497 4.0271
C15 -2.1694 -2.4730 2.8883
C16 -0.8527 -2.5122 2.4444
C17 2.1613 -3.0388 0.9511
C18 2.7551 -2.5138 -0.1959
C19 2.8704 -3.2717 -1.3543
C20 2.3905 -4.5722 -1.3828
C21 1.8023 -5.1136 -0.2479
C22 1.6937 -4.3529 0.9074
C23 2.9570 -2.9899 4.0127
C24 2.2851 -3.5092 5.1177
C25 2.9682 -4.2191 6.0982
C26 4.3359 -4.4186 5.9858
C27 5.0192 -3.9103 4.8889
C28 4.3325 -3.2036 3.9123
H7 3.0913 1.3951 0.9960
H8 1.9331 0.1884 0.4959
H9 3.1214 0.1660 3.3244
H10 3.9765 -0.5839 1.9907
H11 0.5708 -0.5544 4.8105
H12 -1.7552 -0.4880 5.6003
H13 -3.5213 -1.7206 4.3780
H14 -2.9373 -3.0071 2.3416
H15 -0.6151 -3.0728 1.5467
H16 3.1388 -1.4993 -0.1967
H17 3.3299 -2.8427 -2.2364
H18 2.4732 -5.1629 -2.2864
H19 1.4300 -6.1306 -0.2614
H20 1.2434 -4.7964 1.7901
H21 1.2156 -3.3610 5.2177
H22 2.4303 -4.6163 6.9503
H23 4.8697 -4.9700 6.7496
H24 6.0865 -4.0673 4.7937
H25 4.8798 -2.8225 3.0557
C29 -3.2579 3.7265 -5.7348
C30 -3.2285 2.6223 -4.6943
C31 -4.5673 2.4925 -3.9865
C32 -2.7858 1.3024 -5.3073
O3 -2.2369 3.0926 -3.7104
P1 -1.5540 2.1881 -2.6237
O4 -1.0252 3.1310 -1.5162
O5 -2.4311 1.1509 -1.9870
O6 -0.3501 1.4277 -3.3054
C33 0.9676 1.9405 -3.6748
C34 1.8571 1.8913 -2.4415
C35 0.8601 3.3523 -4.2294
C36 1.4572 0.9664 -4.7320
H26 -3.9952 3.4925 -6.5037
H27 -2.2809 3.8305 -6.2081
H28 -3.5238 4.6765 -5.2709
H29 -5.3390 2.2222 -4.7093
H30 -4.8416 3.4433 -3.5270
H31 -4.5188 1.7215 -3.2183
H32 -3.5093 1.0045 -6.0677
H33 -2.7315 0.5125 -4.5573
H34 -1.8095 1.4057 -5.7832
H35 1.5020 2.5749 -1.6712
H36 2.8779 2.1681 -2.7093
H37 1.8699 0.8773 -2.0363
H38 0.4901 4.0456 -3.4727
H39 0.1882 3.3807 -5.0886
H40 1.8464 3.6894 -4.5504
H41 1.4650 -0.0469 -4.3292
H42 2.4666 1.2317 -5.0492
H43 0.7992 0.9874 -5.6018

Results
- LUMO energy (alpha / beta) (eV) = 0.6 / -2.0
- frontier orbital gap (alpha / beta) (eV) = 9.124 / 6.746
- 2S+1 = 6



No. 4
Formula: C36H43N5OOsS
Source: OMol25
Level of theory: ωB97M-V/def2-TZVPD

Positions of all 87 atoms, in Å:
Os1 0.2719 -0.2792 0.0076
C1 -0.3728 0.6250 2.8394
N1 0.6046 -0.2688 2.1488
C2 0.5195 -1.6016 2.8092
C3 1.9798 0.2562 2.2871
C4 2.4782 0.6672 3.5080
C5 3.7552 1.2070 3.5931
C6 4.5225 1.3560 2.4470
C7 4.0416 0.9270 1.2214
C8 2.7802 0.3396 1.1338
N2 2.1655 -0.1251 -0.0504
C9 2.7917 -0.2835 -1.3120
C10 4.1464 -0.5304 -1.5192
C11 4.6360 -0.6556 -2.8098
C12 3.7833 -0.5316 -3.8976
C13 2.4218 -0.3409 -3.6951
C14 1.9192 -0.2504 -2.4115
N3 0.4689 -0.1582 -2.1499
C15 -0.2250 -1.2932 -2.8316
C16 -0.0954 1.0938 -2.7285
H1 -0.2060 0.6153 3.9157
H2 -1.3716 0.2538 2.6220
H3 -0.2758 1.6397 2.4651
H4 0.6812 -1.4945 3.8822
H5 1.2761 -2.2684 2.4052
H6 -0.4730 -2.0135 2.6371
H7 1.8792 0.5774 4.4039
H8 4.1398 1.5249 4.5522
H9 5.5016 1.8113 2.5042
H10 4.6402 1.0835 0.3363
H11 4.8160 -0.6524 -0.6800
H12 5.6887 -0.8488 -2.9637
H13 4.1700 -0.6053 -4.9044
H14 1.7602 -0.2818 -4.5492
H15 -0.1776 -1.1679 -3.9129
H16 -1.2657 -1.2901 -2.5118
H17 0.2478 -2.2343 -2.5672
H18 -0.0211 1.0730 -3.8159
H19 0.4533 1.9525 -2.3568
H20 -1.1397 1.1658 -2.4318
C17 -5.0088 -1.4168 -0.2142
C18 -4.4301 -0.0026 -0.0529
C19 -4.8297 0.8598 -1.2617
C20 -4.9500 0.6334 1.2419
C21 -2.9649 -0.0999 -0.0150
C22 -1.7459 -0.1880 0.0097
H21 -6.0967 -1.3598 -0.2601
H22 -4.7416 -2.0509 0.6332
H23 -4.6514 -1.8847 -1.1325
H24 -5.9160 0.9515 -1.2981
H25 -4.4932 0.4052 -2.1941
H26 -4.4047 1.8624 -1.1894
H27 -6.0376 0.7056 1.2098
H28 -4.5449 1.6384 1.3727
H29 -4.6732 0.0348 2.1106
C23 1.8261 3.3968 -0.4246
C24 0.4627 3.0138 0.0684
O1 0.1523 1.8178 0.1616
C25 -0.5261 4.0263 0.4136
C26 -0.2005 5.3868 0.3903
C27 -1.1545 6.3298 0.7255
C28 -2.4348 5.9215 1.0779
C29 -2.7685 4.5708 1.0957
C30 -1.8206 3.6226 0.7664
H30 2.3850 2.5126 -0.7144
H31 2.3711 3.9312 0.3557
H32 1.7433 4.0713 -1.2789
H33 0.7927 5.7136 0.1151
H34 -0.9049 7.3815 0.7094
H35 -3.1802 6.6616 1.3373
H36 -3.7708 4.2676 1.3666
H37 -2.0694 2.5678 0.7603
N4 1.1723 -7.3081 -0.7788
C31 0.1828 -6.6920 -0.1144
S1 -0.9671 -7.4747 0.7434
C32 0.2230 -5.1953 -0.1478
C33 -0.9567 -4.4637 -0.0777
C34 -0.9227 -3.0880 -0.0595
N5 0.2306 -2.3867 -0.0875
C35 1.3744 -3.0913 -0.1604
C36 1.4090 -4.4693 -0.2015
H38 1.1913 -8.3158 -0.7737
H39 1.7909 -6.8310 -1.4122
H40 -1.9045 -4.9809 -0.0226
H41 -1.8292 -2.5053 -0.0102
H42 2.2952 -2.5263 -0.1789
H43 2.3798 -4.9463 -0.2239

Results
- charge = +2
- LUMO energy (alpha / beta) (eV) = -7.6 / -7.6
- frontier orbital gap (alpha / beta) (eV) = 5.346 / 5.378



For each record above, in turn, the calculated ΔE to the lowest compared entry with this formula, charge and spin values are 5.6; 0.0; 3.9; 0.0 kcal per mole.
For each record above, in turn, the calculated energy values are -2463.92094; -4955.20082; -4815.26281; -2234.96215 a.u..